DFT (ωB97M-V/def2-TZVPD) results for one molecule with the formula C2H3N3OS in a non-equilibrium geometry.

Values from the calculation:
Highest occupied orbital energy (eV): -10.20
Structure (SMILES): CN(C#N)[N+]([O-])=S
Energy relative to the best compared isomer or geometry (same formula, charge and spin) (eV): 4.120

Last column: Mulliken charge in e.
Positions of all 10 atoms, in Å:
C -0.031 -0.162 0.135  -0.8474
N -0.230 -0.635 1.516  -0.1846
C 0.060 -1.906 1.624  0.5317
N 0.376 -2.984 1.745  -0.3931
N -1.866 -0.484 1.789  0.4388
O -2.369 0.368 1.102  -0.4732
S -2.469 -1.387 2.908  -0.0616
H -0.001 0.916 0.128  0.2320
H 0.847 -0.593 -0.318  0.3697
H -0.890 -0.565 -0.381  0.3877

DFT (ωB97M-V/def2-TZVPD) results for one molecule with the formula C2H3ClO2S in a non-equilibrium geometry.

Values from the calculation:
Highest occupied orbital energy (eV): -9.43
Structure (SMILES): O=C(Cl)CSO
Energy relative to the best compared isomer or geometry (same formula, charge and spin) (eV): 1.095

Last column: Mulliken charge in e.
Positions of all 9 atoms, in Å:
O 2.278 0.940 -1.467  -0.3941
C 1.475 0.092 -1.492  0.6534
Cl 1.479 -1.039 -2.815  -0.1722
C 0.311 -0.257 -0.498  -0.8479
S -0.183 0.567 1.335  0.0702
O 0.917 -0.066 2.340  -0.4111
H -0.558 0.069 -0.990  0.3299
H 0.196 -1.320 -0.305  0.4189
H 1.620 0.514 2.084  0.3530